No. 1
Formula: C31H22N9O4S4Zr
Source: OMol25
Level of theory: wB97M-V/def2-TZVPD

Values from the calculation:
Orbital gap, eV: 7.0
Charge: +1
Energy above the lowest of the compared OMol25 structures with the same formula, charge and spin, kJ/mol: 65.0
HOMO, Ha: -0.3723

Element x y z (Å)
1 Zr -0.120 -0.418 -0.007
2 O 2.816 2.070 0.961
3 C 2.345 0.970 0.780
4 N 1.308 0.339 1.389
5 C 0.703 0.677 2.609
6 C 1.063 1.690 3.480
7 C 0.383 1.817 4.687
8 C -0.635 0.939 5.020
9 C -1.001 -0.086 4.151
10 C -0.337 -0.214 2.938
11 N -0.548 -1.197 1.928
12 C -1.414 -2.243 2.034
13 O -2.268 -2.466 2.863
14 C -1.190 -3.236 0.911
15 C -1.641 -4.530 1.047
16 C -1.410 -5.427 0.017
17 C -0.765 -4.979 -1.124
18 C -0.365 -3.662 -1.186
19 N -0.546 -2.798 -0.183
20 C 2.951 -0.036 -0.185
21 C 4.299 -0.020 -0.446
22 C 4.854 -1.091 -1.126
23 C 4.028 -2.132 -1.521
24 C 2.677 -2.049 -1.253
25 N 2.129 -1.024 -0.597
26 H 1.863 2.366 3.213
27 H 0.658 2.610 5.372
28 H -1.154 1.043 5.965
29 H -1.781 -0.786 4.412
30 H -2.161 -4.800 1.956
31 H -1.737 -6.456 0.097
32 H -0.581 -5.632 -1.966
33 H 0.098 -3.277 -2.082
34 H 4.884 0.821 -0.094
35 H 5.916 -1.122 -1.330
36 H 4.417 -3.002 -2.032
37 H 2.015 -2.839 -1.568
38 N -3.403 0.157 1.767
39 C -3.466 -0.456 0.579
40 N -2.457 -0.611 -0.268
41 C -2.906 -1.156 -1.470
42 C -4.202 -1.493 -1.503
43 S -4.967 -1.061 -0.021
44 C -1.944 -1.270 -2.558
45 C -2.222 -1.662 -3.808
46 S -0.824 -1.524 -4.794
47 C 0.077 -0.942 -3.441
48 N -0.614 -0.893 -2.315
49 N 1.371 -0.593 -3.600
50 H -2.517 0.488 2.109
51 H -4.101 -0.048 2.459
52 H -4.765 -1.943 -2.306
53 H -3.169 -1.979 -4.219
54 H 1.713 -0.607 -4.547
55 H 1.716 0.214 -3.084
56 O -1.054 1.488 0.706
57 S -0.896 2.270 -0.552
58 O -2.069 2.291 -1.367
59 N 0.373 1.547 -1.284
60 C 1.313 2.497 -1.627
61 S 2.615 2.257 -2.595
62 C 1.005 3.822 -1.011
63 C 1.797 4.953 -1.009
64 C 1.381 6.047 -0.262
65 C 0.194 6.019 0.468
66 C -0.620 4.897 0.457
67 C -0.182 3.829 -0.301
68 H 2.727 4.962 -1.563
69 H 1.998 6.936 -0.234
70 H -0.100 6.881 1.054
71 H -1.553 4.864 1.009



No. 2
Formula: C31H23CuFN2OP
Source: OMol25
Level of theory: wB97M-V/def2-TZVPD

Values from the calculation:
Orbital gap (spin up / spin down), eV: 5.9 / 7.3
Spin multiplicity: 2
⟨S²⟩: 0.78
Charge: -1
Energy above the lowest of the compared OMol25 structures with the same formula, charge and spin, kJ/mol: 52.1
HOMO (spin up / spin down), Ha: -0.1178 / -0.1687

Element x y z (Å)
1 Cu 0.122 -0.600 0.329
2 O -1.596 -2.536 -0.373
3 C -1.618 -1.371 -0.045
4 C -2.900 -0.584 -0.177
5 C -4.049 -1.377 -0.236
6 C -5.313 -0.831 -0.154
7 C -5.450 0.537 0.013
8 C -4.326 1.342 0.032
9 C -3.040 0.813 -0.074
10 P -1.582 1.932 -0.248
11 C -2.492 3.487 -0.663
12 C -2.773 4.531 0.212
13 C -3.434 5.662 -0.238
14 C -3.808 5.776 -1.566
15 C -3.511 4.751 -2.452
16 C -2.853 3.622 -2.003
17 C -1.184 2.316 1.505
18 C -2.107 2.283 2.544
19 C -1.729 2.669 3.818
20 C -0.423 3.059 4.068
21 C 0.503 3.089 3.038
22 C 0.122 2.725 1.759
23 H -3.919 -2.446 -0.340
24 H -6.186 -1.468 -0.207
25 H -6.431 0.979 0.127
26 H -4.455 2.409 0.143
27 H -2.493 4.454 1.254
28 H -3.658 6.463 0.455
29 H -4.324 6.663 -1.910
30 H -3.786 4.844 -3.495
31 H -2.616 2.816 -2.688
32 H -3.123 1.958 2.359
33 H -2.455 2.648 4.619
34 H -0.124 3.328 5.072
35 H 1.524 3.388 3.229
36 H 0.842 2.737 0.949
37 C -2.592 -0.947 5.275
38 C -2.953 -1.259 3.974
39 C -2.019 -1.242 2.959
40 C -0.684 -0.896 3.199
41 C -0.328 -0.601 4.535
42 C -1.265 -0.630 5.542
43 N 0.267 -0.833 2.205
44 N 1.506 -0.749 2.681
45 C 2.439 -0.440 1.774
46 C 3.788 -0.310 2.149
47 C 4.727 0.040 1.203
48 C 4.349 0.251 -0.118
49 C 3.011 0.113 -0.492
50 C 2.040 -0.217 0.427
51 H -3.325 -0.961 6.071
52 H -3.974 -1.535 3.743
53 H -2.313 -1.520 1.965
54 H 0.698 -0.340 4.740
55 H -0.962 -0.388 6.554
56 H 4.057 -0.477 3.183
57 H 5.769 0.149 1.485
58 H 5.092 0.521 -0.859
59 H 2.732 0.266 -1.528
60 F -0.058 -0.281 -1.394



No. 3
Formula: C31H23F5N3O15
Source: OMol25
Level of theory: wB97M-V/def2-TZVPD

Values from the calculation:
Orbital gap, eV: 6.0
Charge: +1
HOMO, Ha: -0.4128

Element x y z (Å)
1 C -0.549 -1.394 6.356
2 C -0.765 -1.127 5.177
3 C -0.433 -0.703 3.727
4 C -1.076 0.553 3.171
5 N -1.982 1.235 4.023
6 C -1.753 2.541 4.075
7 C -2.651 3.629 3.331
8 C -0.533 3.045 4.979
9 N -0.788 0.986 1.857
10 C 0.093 0.273 0.985
11 C 0.263 0.872 -0.467
12 C -0.330 -0.094 -1.597
13 O -0.150 0.169 -2.763
14 O -1.075 -1.257 -1.285
15 C -2.455 -1.095 -1.544
16 C -3.471 -2.313 -1.439
17 O -2.888 0.014 -1.816
18 C 0.785 -0.988 1.398
19 C 1.731 -1.841 0.470
20 O 1.190 -2.659 -0.248
21 N 3.193 -1.763 0.437
22 C 3.685 -0.728 -0.458
23 O 4.232 -1.045 -1.477
24 F 3.607 0.652 -0.186
25 C 0.488 -1.460 2.828
26 C 1.116 -2.799 3.415
27 O 2.304 -2.966 3.276
28 O 0.307 -3.725 4.112
29 C -0.345 -4.639 3.252
30 F -0.990 -5.559 4.100
31 F 0.527 -5.404 2.475
32 C -1.492 -4.003 2.342
33 F -1.080 -3.956 0.998
34 F -2.687 -4.750 2.370
35 H -0.354 -1.578 7.449
36 H -2.247 3.692 2.274
37 H -3.748 3.342 3.318
38 H -2.489 4.619 3.862
39 H 0.326 2.336 4.799
40 H -0.312 4.102 4.636
41 H -0.899 3.020 6.047
42 H -1.246 1.829 1.484
43 H -0.291 1.866 -0.560
44 H 1.350 1.098 -0.712
45 H -3.665 -2.477 -0.332
46 H -4.422 -1.976 -1.958
47 H -3.056 -3.274 -1.863
48 H 3.614 -1.717 1.376
49 H -1.757 -2.937 2.644
50 C 6.412 1.702 -0.688
51 C 7.420 1.354 -1.494
52 C 8.669 2.171 -1.575
53 O 9.572 1.812 -2.306
54 C 8.747 3.388 -0.763
55 C 7.737 3.735 0.039
56 C 6.501 2.904 0.140
57 O 5.607 3.245 0.899
58 O 7.791 4.857 0.795
59 O 7.355 0.250 -2.267
60 H 5.505 1.120 -0.618
61 H 9.649 3.980 -0.844
62 H 6.945 4.883 1.282
63 H 8.204 0.220 -2.751
64 C -7.353 -0.194 -5.658
65 C -6.546 0.718 -6.208
66 C -5.060 0.583 -6.143
67 O -4.358 1.425 -6.672
68 C -4.505 -0.571 -5.431
69 C -5.313 -1.479 -4.879
70 C -6.797 -1.358 -4.967
71 O -7.498 -2.219 -4.465
72 O -4.819 -2.552 -4.214
73 O -7.040 1.801 -6.847
74 H -8.431 -0.110 -5.699
75 H -3.428 -0.648 -5.376
76 H -5.603 -3.055 -3.914
77 H -6.259 2.302 -7.155



No. 4
Formula: C31H24BFMnN5O5S2
Source: OMol25
Level of theory: wB97M-V/def2-TZVPD

Values from the calculation:
Orbital gap (spin up / spin down), eV: 4.7 / 5.7
Spin multiplicity: 6
⟨S²⟩: 8.92
Charge: -1
HOMO (spin up / spin down), Ha: -0.1299 / -0.1675

Element x y z (Å)
1 Mn 1.981 2.522 1.493
2 F 0.371 -3.874 -0.078
3 C -0.495 -2.827 0.120
4 C -0.023 -1.621 0.482
5 C -0.933 -0.518 0.622
6 C -0.378 0.752 0.970
7 O 0.873 0.842 1.130
8 C -1.306 1.843 1.110
9 C -2.614 1.586 0.910
10 N -3.157 0.376 0.570
11 C -4.598 0.390 0.422
12 C -5.401 -0.341 -0.608
13 C -5.551 -0.674 0.867
14 C -2.316 -0.723 0.403
15 C -2.777 -1.990 0.045
16 C -1.867 -3.091 -0.046
17 N -2.265 -4.156 -0.993
18 C -1.638 -4.045 -2.357
19 C -2.398 -4.943 -3.346
20 N -3.195 -5.900 -2.582
21 C -2.368 -6.557 -1.579
22 C -2.108 -5.546 -0.454
23 C -0.966 3.290 1.464
24 O -1.903 4.078 1.555
25 O 0.264 3.574 1.640
26 H 1.023 -1.462 0.701
27 H -3.302 2.412 1.025
28 H -4.946 1.393 0.613
29 H -4.903 -1.054 -1.245
30 H -6.192 0.217 -1.089
31 H -5.156 -1.612 1.224
32 H -6.443 -0.340 1.379
33 H -3.826 -2.201 -0.081
34 H -0.597 -4.332 -2.240
35 H -1.679 -2.993 -2.630
36 H -1.668 -5.434 -4.002
37 H -3.066 -4.350 -3.970
38 H -3.650 -6.563 -3.192
39 H -3.265 -4.029 -1.154
40 H -1.416 -6.914 -1.995
41 H -2.894 -7.421 -1.177
42 H -1.104 -5.614 -0.048
43 H -2.823 -5.631 0.361
44 S 4.113 3.386 1.304
45 C 4.785 3.174 2.912
46 C 6.067 3.664 3.152
47 C 6.682 3.534 4.390
48 C 8.004 4.054 4.585
49 N 9.070 4.463 4.730
50 C 5.991 2.891 5.429
51 C 4.716 2.397 5.195
52 C 4.090 2.517 3.951
53 S 2.506 1.839 3.722
54 C 6.582 2.733 6.727
55 N 7.042 2.609 7.774
56 H 6.598 4.160 2.350
57 H 4.189 1.900 5.998
58 O 2.941 3.159 -1.565
59 B 1.950 2.816 -0.632
60 O 0.737 2.616 -1.326
61 C 1.000 2.842 -2.643
62 C 0.146 2.779 -3.721
63 C 0.690 3.060 -4.974
64 C 2.033 3.390 -5.121
65 C 2.889 3.453 -4.020
66 C 2.340 3.172 -2.790
67 H -0.899 2.529 -3.588
68 H 0.054 3.027 -5.849
69 H 2.422 3.606 -6.108
70 H 3.934 3.711 -4.119



No. 5
Formula: C31H24F5N5NaO6PTe
Source: OMol25
Level of theory: wB97M-V/def2-TZVPD

Values from the calculation:
Orbital gap, eV: 6.8
Charge: -2
Energy above the lowest of the compared OMol25 structures with the same formula, charge and spin, kJ/mol: 150.1
HOMO, Ha: -0.1245

Element x y z (Å)
1 Na 0.979 -2.736 -1.998
2 O -0.312 -2.330 5.103
3 C 0.492 -1.570 4.527
4 O 1.060 -0.543 4.967
5 C 0.739 -1.859 3.029
6 C 1.629 -1.072 2.307
7 C 1.724 -1.248 0.940
8 N 1.013 -2.147 0.264
9 C 0.207 -2.955 0.953
10 C 0.043 -2.835 2.333
11 C -0.660 -3.933 0.150
12 O -1.826 -4.039 0.541
13 O -0.187 -4.518 -0.882
14 H 2.196 -0.314 2.836
15 H 2.385 -0.621 0.344
16 H -0.659 -3.467 2.858
17 N 4.286 -0.106 -1.370
18 C 4.772 -1.373 -1.117
19 C 3.986 -2.221 -1.836
20 N 3.028 -1.506 -2.519
21 C 3.237 -0.247 -2.228
22 C 2.491 0.897 -2.753
23 N 2.109 1.060 -3.995
24 C 1.475 2.278 -4.021
25 C 1.486 2.854 -2.788
26 N 2.157 1.969 -1.977
27 H 4.674 0.759 -1.044
28 H 5.594 -1.547 -0.446
29 H 4.005 -3.301 -1.870
30 H 1.044 2.668 -4.929
31 H 1.071 3.768 -2.406
32 H 2.141 1.989 -0.969
33 F -0.131 -6.472 -2.275
34 Te 1.557 -5.634 -2.053
35 F 2.237 -4.401 -0.709
36 F 1.932 -7.058 -3.272
37 F 3.489 -5.628 -2.241
38 F 1.736 -6.847 -0.653
39 O 1.306 -4.341 -3.281
40 O -1.136 0.470 -1.376
41 P -1.581 1.280 -0.214
42 C -2.056 0.347 1.239
43 C -2.568 -0.932 1.031
44 C -2.974 -1.701 2.112
45 C -2.848 -1.207 3.401
46 C -2.326 0.062 3.618
47 C -1.942 0.843 2.540
48 C -0.363 2.491 0.385
49 C 0.664 2.048 1.219
50 C 1.666 2.917 1.626
51 C 1.650 4.243 1.204
52 C 0.625 4.695 0.386
53 C -0.378 3.822 -0.019
54 C -3.017 2.289 -0.687
55 C -3.401 2.253 -2.023
56 C -4.499 2.988 -2.452
57 C -5.214 3.760 -1.549
58 C -4.836 3.794 -0.211
59 C -3.744 3.057 0.219
60 H -2.595 -1.356 0.034
61 H -3.298 -2.716 1.931
62 H -3.079 -1.838 4.249
63 H -2.154 0.413 4.627
64 H -1.514 1.821 2.725
65 H 0.676 1.022 1.566
66 H 2.441 2.558 2.293
67 H 2.428 4.925 1.527
68 H 0.602 5.728 0.062
69 H -1.171 4.182 -0.664
70 H -2.830 1.635 -2.706
71 H -4.797 2.951 -3.493
72 H -6.072 4.331 -1.882
73 H -5.400 4.386 0.499
74 H -3.464 3.066 1.267



No. 6
Formula: C31H24HgI2N7O5S
Source: OMol25
Level of theory: wB97M-V/def2-TZVPD

Values from the calculation:
Orbital gap (spin up / spin down), eV: 2.9 / 5.1
Spin multiplicity: 2
⟨S²⟩: 0.77
Charge: -2
Energy above the lowest of the compared OMol25 structures with the same formula, charge and spin, kJ/mol: 72.0
HOMO (spin up / spin down), Ha: 0.0412 / -0.0418

Element x y z (Å)
1 Hg 0.529 1.276 0.584
2 N -0.487 1.165 3.120
3 N -1.809 1.327 3.532
4 C -2.827 1.262 2.638
5 N -4.091 1.159 3.212
6 S -2.669 1.305 0.993
7 H -0.153 0.189 3.219
8 H 0.131 1.790 3.632
9 H -2.048 1.028 4.479
10 H -4.243 1.731 4.035
11 H -4.810 1.282 2.512
12 O 4.002 1.326 -1.757
13 C 2.874 1.186 -1.287
14 O 2.581 0.856 -0.110
15 C 1.688 1.367 -2.251
16 C 1.907 1.379 -3.621
17 C 0.825 1.419 -4.480
18 C -0.454 1.423 -3.924
19 C -0.583 1.420 -2.551
20 N 0.459 1.416 -1.726
21 H 2.928 1.353 -3.968
22 H 0.964 1.431 -5.553
23 H -1.335 1.418 -4.552
24 H -1.558 1.386 -2.080
25 I 3.605 3.662 4.214
26 C 2.327 4.616 2.828
27 C 2.221 5.987 2.812
28 C 1.326 6.559 1.930
29 I 1.144 8.689 1.969
30 C 0.518 5.800 1.075
31 C -0.449 6.323 0.192
32 C -1.255 5.445 -0.522
33 C -1.062 4.085 -0.402
34 N -0.116 3.555 0.379
35 C 0.651 4.383 1.126
36 C 1.580 3.744 2.021
37 O 1.690 2.480 2.138
38 H 2.815 6.591 3.485
39 H -0.571 7.391 0.081
40 H -2.033 5.827 -1.169
41 H -1.687 3.384 -0.941
42 O 0.092 -1.550 3.106
43 C 0.036 -1.835 1.914
44 N -0.036 -3.136 1.486
45 C -0.064 -3.212 0.049
46 C -0.106 -1.685 -0.278
47 O -0.214 -1.244 -1.406
48 N -0.034 -0.985 0.859
49 C -1.314 -3.925 -0.434
50 C -1.948 -3.558 -1.619
51 C -3.125 -4.165 -2.004
52 C -3.686 -5.174 -1.230
53 C -3.036 -5.576 -0.073
54 C -1.865 -4.962 0.321
55 C 1.150 -3.888 -0.556
56 C 1.785 -4.943 0.099
57 C 2.903 -5.543 -0.447
58 C 3.405 -5.114 -1.665
59 C 2.764 -4.082 -2.335
60 C 1.648 -3.480 -1.790
61 H 0.305 -3.875 2.077
62 H -1.531 -2.756 -2.208
63 H -3.625 -3.842 -2.907
64 H -4.623 -5.632 -1.518
65 H -3.458 -6.367 0.534
66 H -1.386 -5.278 1.236
67 H 1.420 -5.301 1.052
68 H 3.396 -6.345 0.089
69 H 4.292 -5.574 -2.081
70 H 3.153 -3.732 -3.281
71 H 1.174 -2.656 -2.301



- Which formula does entry 4 have?
  C31H24BFMnN5O5S2



Repeat the fifth record exactly.
Formula: C31H24F5N5NaO6PTe
Source: OMol25
Level of theory: wB97M-V/def2-TZVPD

Values from the calculation:
Orbital gap, eV: 6.8
Charge: -2
Energy above the lowest of the compared OMol25 structures with the same formula, charge and spin, kJ/mol: 150.1
HOMO, Ha: -0.1245

Element x y z (Å)
1 Na 0.979 -2.736 -1.998
2 O -0.312 -2.330 5.103
3 C 0.492 -1.570 4.527
4 O 1.060 -0.543 4.967
5 C 0.739 -1.859 3.029
6 C 1.629 -1.072 2.307
7 C 1.724 -1.248 0.940
8 N 1.013 -2.147 0.264
9 C 0.207 -2.955 0.953
10 C 0.043 -2.835 2.333
11 C -0.660 -3.933 0.150
12 O -1.826 -4.039 0.541
13 O -0.187 -4.518 -0.882
14 H 2.196 -0.314 2.836
15 H 2.385 -0.621 0.344
16 H -0.659 -3.467 2.858
17 N 4.286 -0.106 -1.370
18 C 4.772 -1.373 -1.117
19 C 3.986 -2.221 -1.836
20 N 3.028 -1.506 -2.519
21 C 3.237 -0.247 -2.228
22 C 2.491 0.897 -2.753
23 N 2.109 1.060 -3.995
24 C 1.475 2.278 -4.021
25 C 1.486 2.854 -2.788
26 N 2.157 1.969 -1.977
27 H 4.674 0.759 -1.044
28 H 5.594 -1.547 -0.446
29 H 4.005 -3.301 -1.870
30 H 1.044 2.668 -4.929
31 H 1.071 3.768 -2.406
32 H 2.141 1.989 -0.969
33 F -0.131 -6.472 -2.275
34 Te 1.557 -5.634 -2.053
35 F 2.237 -4.401 -0.709
36 F 1.932 -7.058 -3.272
37 F 3.489 -5.628 -2.241
38 F 1.736 -6.847 -0.653
39 O 1.306 -4.341 -3.281
40 O -1.136 0.470 -1.376
41 P -1.581 1.280 -0.214
42 C -2.056 0.347 1.239
43 C -2.568 -0.932 1.031
44 C -2.974 -1.701 2.112
45 C -2.848 -1.207 3.401
46 C -2.326 0.062 3.618
47 C -1.942 0.843 2.540
48 C -0.363 2.491 0.385
49 C 0.664 2.048 1.219
50 C 1.666 2.917 1.626
51 C 1.650 4.243 1.204
52 C 0.625 4.695 0.386
53 C -0.378 3.822 -0.019
54 C -3.017 2.289 -0.687
55 C -3.401 2.253 -2.023
56 C -4.499 2.988 -2.452
57 C -5.214 3.760 -1.549
58 C -4.836 3.794 -0.211
59 C -3.744 3.057 0.219
60 H -2.595 -1.356 0.034
61 H -3.298 -2.716 1.931
62 H -3.079 -1.838 4.249
63 H -2.154 0.413 4.627
64 H -1.514 1.821 2.725
65 H 0.676 1.022 1.566
66 H 2.441 2.558 2.293
67 H 2.428 4.925 1.527
68 H 0.602 5.728 0.062
69 H -1.171 4.182 -0.664
70 H -2.830 1.635 -2.706
71 H -4.797 2.951 -3.493
72 H -6.072 4.331 -1.882
73 H -5.400 4.386 0.499
74 H -3.464 3.066 1.267



- What is the charge in the fifth record?
  -2